Record 1
10
Properties=species:S:1:pos:R:3:lowdin_spin:R:1 method="wB97M-V/def2-TZVPD" lumo_energy_ev="-0.48 / -2.43" homo_lumo_gap_ev="5.54 / 7.05" multiplicity=3 homo_ha="-0.2212 / -0.3484" total_charge=0
C -0.80 -0.78 0.50 0.08
C -0.08 0.55 0.54 0.60
O -0.33 1.50 -0.36 0.18
O 1.81 -0.41 -0.54 0.74
I 2.10 0.86 -1.90 0.34
H -0.73 -1.38 -0.50 0.01
H -1.75 -0.80 0.83 0.02
H -0.19 -1.36 1.15 0.00
H 0.50 0.87 1.48 0.03
H -0.53 0.97 -1.20 0.01

***

Record 2
10
Properties=species:S:1:pos:R:3:mulliken_charge:R:1 method="wB97M-V/def2-TZVPD" lumo_energy_ev=-0.21 homo_lumo_gap_ev=8.13 homo_ha=-0.3064 total_charge=0
C -0.10 0.18 1.01 -0.95
C -0.85 1.31 0.61 0.15
O 1.00 -1.36 -1.46 -0.59
S -0.57 2.81 0.95 -0.24
I -2.33 1.13 -0.95 0.05
H -0.48 -0.76 0.60 0.35
H 0.79 0.24 0.44 0.28
H 0.07 0.13 2.03 0.35
H 1.68 -1.81 -1.01 0.30
H 0.77 -1.87 -2.22 0.29

***

Record 3
8
Properties=species:S:1:pos:R:3:mulliken_charge:R:1 method="wB97M-V/def2-TZVPD" lumo_energy_ev=1.09 homo_lumo_gap_ev=10.36 homo_ha=-0.3405 total_charge=0
C -1.06 0.32 -0.07 -0.78
C 0.05 -0.61 0.06 0.01
N 1.47 -0.11 -0.04 -0.62
H -2.04 -0.04 0.15 0.29
H -0.82 1.39 -0.06 0.24
H 0.03 -1.80 0.00 0.26
H 1.72 0.49 0.70 0.25
H 0.66 0.35 -0.74 0.34

***

Record 4
9
Properties=species:S:1:pos:R:3:mulliken_charge:R:1 method="wB97M-V/def2-TZVPD" lumo_energy_ev=-5.62 homo_lumo_gap_ev=9.94 smiles=C#[N+]NC homo_ha=-0.5718 total_charge=+1
C 2.20 -0.30 0.23 0.09
N 1.01 0.22 0.08 -0.07
N -0.16 0.55 0.22 0.01
C -1.27 -0.20 -0.20 -0.59
H 3.16 -0.30 -0.32 0.35
H -0.39 1.32 0.92 0.34
H -1.78 -0.69 0.67 0.29
H -2.03 0.37 -0.75 0.26
H -0.74 -0.98 -0.85 0.31

***

Record 5
10
Properties=species:S:1:pos:R:3:mulliken_charge:R:1 method="wB97M-V/def2-TZVPD" lumo_energy_ev=-4.03 homo_lumo_gap_ev=12.04 smiles=[NH+]#CNCO homo_ha=-0.5905 total_charge=+1
N 2.45 0.57 -0.18 -0.07
C 1.48 0.06 0.16 0.28
N 0.42 -0.50 0.46 -0.11
C -0.66 0.05 -0.42 -0.32
O -1.31 1.03 0.23 -0.50
H 3.22 1.15 -0.62 0.40
H 0.14 -0.89 1.34 0.28
H -0.18 0.58 -1.34 0.34
H -1.37 -0.84 -0.61 0.32
H -2.14 0.74 0.79 0.38

***

Record 6
11
Properties=species:S:1:pos:R:3:mulliken_charge:R:1 method="wB97M-V/def2-TZVPD" lumo_energy_ev=-4.40 homo_lumo_gap_ev=10.84 homo_ha=-0.5599 total_charge=+1
C 1.10 -0.42 0.03 -0.12
C -1.11 0.64 0.40 -0.03
N -0.01 -0.49 -0.61 0.01
N 1.10 0.17 1.17 0.06
O -0.26 0.63 1.47 -0.28
O -0.31 -1.56 -1.33 -0.32
H 2.06 -0.92 -0.24 0.39
H -1.08 1.51 -0.12 0.30
H -1.94 0.10 0.80 0.28
H 1.63 0.82 1.70 0.29
H -0.50 -1.14 -2.17 0.40

***

Record 7
12
Properties=species:S:1:pos:R:3:mulliken_charge:R:1 method="wB97M-V/def2-TZVPD" lumo_energy_ev=4.18 homo_lumo_gap_ev=7.03 homo_ha=-0.1051 total_charge=-1
C 0.06 0.27 -0.73 -0.31
C 0.85 -0.75 0.07 -0.37
N -0.58 0.54 0.59 -0.54
N -0.01 -0.63 1.30 -0.44
O 3.35 -0.55 -0.85 -0.60
O 2.56 1.37 0.47 -0.61
S 2.81 -0.07 0.41 0.41
H 0.63 1.21 -1.01 0.21
H -0.60 -0.05 -1.44 0.25
H 1.01 -1.77 -0.34 0.38
H 0.03 1.29 0.94 0.40
H -0.73 -1.28 1.47 0.24

***

Record 8
12
Properties=species:S:1:pos:R:3:mulliken_charge:R:1 method="wB97M-V/def2-TZVPD" lumo_energy_ev=-5.82 homo_lumo_gap_ev=6.98 homo_ha=-0.4705 total_charge=+1
C -1.02 0.04 0.54 0.60
C 1.92 -0.52 -0.09 0.05
N 0.02 0.96 0.48 -0.37
N -2.18 0.45 0.20 -0.36
O 1.34 -0.52 -1.31 -0.34
S -0.72 -1.60 0.63 -0.34
S 1.60 0.68 1.01 0.18
H 2.66 -1.23 0.12 0.37
H -0.11 1.80 -0.03 0.30
H -2.43 1.42 0.17 0.24
H -2.93 -0.31 0.23 0.26
H 1.84 -1.19 -1.94 0.41

***

Record 9
10
Properties=species:S:1:pos:R:3:mulliken_charge:R:1 method="wB97M-V/def2-TZVPD" lumo_energy_ev="-0.41 / -0.41" homo_lumo_gap_ev="8.00 / 8.00" smiles="C=NN=[PH]=C" homo_ha="-0.3091 / -0.3090" total_charge=0
C -0.54 -1.35 -0.11 -0.27
N 0.70 -1.43 0.02 0.13
N 1.57 -0.64 0.09 -0.42
P 1.29 1.11 -0.10 0.05
C -0.44 1.15 -0.13 -0.99
H -1.28 -2.11 0.23 0.31
H -0.89 -0.41 -0.82 0.27
H 1.57 1.01 1.24 0.03
H -0.81 1.36 -1.09 0.47
H -1.15 1.30 0.66 0.42

***

Record 10
10
Properties=species:S:1:pos:R:3:mulliken_charge:R:1 method="wB97M-V/def2-TZVPD" lumo_energy_ev="-1.10 / -1.06" homo_lumo_gap_ev="7.92 / 7.80" smiles="[H]/N=C/C=N/P" homo_ha="-0.3314 / -0.3259" total_charge=0
H 0.13 -1.40 -3.27 0.26
N 0.56 -1.45 -2.36 -0.58
C -0.19 -0.72 -1.57 0.03
C 0.30 -0.38 -0.31 -0.32
N -0.86 0.44 0.76 -0.29
P -0.48 0.63 2.30 0.00
H -1.15 -0.29 -1.67 0.40
H 1.30 -0.39 -0.09 0.40
H 0.42 1.64 2.33 0.05
H -1.55 1.42 2.65 0.05

***

Record 11
10
Properties=species:S:1:pos:R:3:mulliken_charge:R:1 method="wB97M-V/def2-TZVPD" lumo_energy_ev=-0.45 homo_lumo_gap_ev=8.77 smiles="C1=NN=PC1.[H][H]" homo_ha=-0.3389 total_charge=0
C -0.81 1.40 0.36 -0.22
N -1.76 1.17 -0.49 -0.34
N -1.62 0.08 -1.19 -0.25
P -0.40 -0.88 -0.85 0.17
C 0.25 0.29 0.43 -0.55
H -0.84 2.27 0.88 0.49
H 1.27 0.56 0.62 0.45
H -0.24 -0.36 1.31 0.25
H 2.33 -2.34 -0.82 0.18
H 1.84 -2.19 -0.26 -0.19

***

Record 12
10
Properties=species:S:1:pos:R:3:mulliken_charge:R:1 method="wB97M-V/def2-TZVPD" lumo_energy_ev=0.75 homo_lumo_gap_ev=10.48 smiles=N#CCNP homo_ha=-0.3576 total_charge=0
N 0.04 -0.89 2.64 -0.37
C 0.44 -0.80 1.57 0.31
C 0.71 -0.35 0.23 -0.37
N -0.42 -0.56 -0.68 -0.30
P -1.15 0.94 -1.18 -0.11
H 0.86 0.71 0.10 0.23
H 1.62 -0.88 -0.10 0.24
H -0.78 -1.39 -1.12 0.25
H 0.14 1.69 -1.50 0.05
H -1.47 1.54 0.04 0.06

***

Record 13
12
Properties=species:S:1:pos:R:3:mulliken_charge:R:1 method="wB97M-V/def2-TZVPD" lumo_energy_ev="-6.19 / -6.19" homo_lumo_gap_ev="6.17 / 6.17" homo_ha="-0.4540 / -0.4540" total_charge=+1
C -0.97 -1.23 0.48 0.02
C -0.10 1.78 0.18 -0.07
N 0.02 -1.00 -0.30 -0.42
N -1.56 -0.19 1.18 -0.24
S -1.63 1.47 0.77 0.22
S 0.23 3.24 -0.70 -0.05
S 0.74 -2.19 -1.28 -0.10
H -1.34 -2.15 0.65 0.44
H 0.68 1.12 0.15 0.48
H -2.36 -0.59 1.62 0.31
H 1.00 2.64 -1.72 0.24
H 0.96 -1.28 -2.38 0.17

***

Record 14
10
Properties=species:S:1:pos:R:3:mulliken_charge:R:1 method="wB97M-V/def2-TZVPD" lumo_energy_ev="0.38 / 0.35" homo_lumo_gap_ev="8.94 / 8.56" homo_ha="-0.3146 / -0.3017" total_charge=0
C 0.28 -0.13 0.12 0.25
C 1.71 0.20 0.05 -1.06
N -2.33 -0.04 -0.17 -0.08
N -0.17 -1.02 0.84 -0.53
N -2.24 -1.00 0.47 -0.18
H -0.22 0.50 -0.55 0.41
H 1.84 1.26 0.14 0.31
H 2.05 0.15 -1.01 0.28
H 2.37 -0.28 0.70 0.33
H -3.29 0.36 -0.57 0.26

***

Record 15
10
Properties=species:S:1:pos:R:3:mulliken_charge:R:1 method="wB97M-V/def2-TZVPD" lumo_energy_ev=0.67 homo_lumo_gap_ev=10.32 homo_ha=-0.3546 total_charge=0
C 1.77 0.34 -0.05 -0.25
C -0.98 0.41 0.04 0.15
H 1.50 1.00 0.92 0.28
H 2.71 0.76 -0.49 0.27
H -0.70 -1.58 -0.05 0.30
H -0.46 1.56 0.11 0.23
H -2.44 -1.11 -0.38 0.25
N 1.10 -0.71 -0.34 -0.37
N -0.21 -0.85 0.43 -0.32
N -2.29 0.19 -0.20 -0.53

***

Record 16
11
Properties=species:S:1:pos:R:3:mulliken_charge:R:1 method="wB97M-V/def2-TZVPD" lumo_energy_ev=0.94 homo_lumo_gap_ev=11.25 smiles="[H]/N=C/NC(N)=O" homo_ha=-0.3787 total_charge=0
H 2.57 -0.50 1.01 0.26
N 1.67 -0.01 0.99 -0.60
C 1.37 0.32 -0.19 0.00
N 0.08 0.90 -0.42 -0.39
C -0.78 -0.20 -0.62 0.66
N -1.93 -0.22 0.14 -0.49
O -0.48 -1.09 -1.38 -0.57
H 1.96 0.14 -1.09 0.35
H -0.17 1.49 0.37 0.30
H -2.32 -1.14 0.21 0.25
H -1.96 0.31 0.99 0.23

***

Record 17
11
Properties=species:S:1:pos:R:3:mulliken_charge:R:1 method="wB97M-V/def2-TZVPD" lumo_energy_ev="0.45 / -0.05" homo_lumo_gap_ev="8.02 / 8.39" homo_ha="-0.2783 / -0.3101" total_charge=0
C -0.08 0.58 0.43 0.26
C 1.11 0.28 1.05 -0.45
N 1.82 -1.58 -0.23 -0.37
N -0.56 -0.12 -0.57 -0.21
N -1.80 0.13 -1.03 -0.52
O 1.87 -0.77 0.76 -0.14
H -0.67 1.30 0.89 0.34
H 1.46 0.93 1.91 0.32
H 0.81 -1.68 -0.59 0.28
H -2.11 1.01 -0.57 0.24
H -1.83 -0.08 -2.05 0.26

***

Record 18
11
Properties=species:S:1:pos:R:3:mulliken_charge:R:1 method="wB97M-V/def2-TZVPD" lumo_energy_ev=0.55 homo_lumo_gap_ev=9.08 homo_ha=-0.3135 total_charge=0
N -1.26 -1.33 -0.08 -0.30
N -1.68 -0.01 -0.13 -0.37
C -0.84 0.90 -0.12 -0.01
N 0.59 0.90 0.03 -0.22
C 1.56 -0.04 -0.10 0.16
O 1.50 -1.28 -0.08 -0.64
H -0.26 -1.47 0.06 0.28
H -1.94 -1.86 0.39 0.24
H -1.22 1.91 0.06 0.30
H 1.01 1.84 0.02 0.25
H 2.54 0.44 -0.06 0.33

***

Record 19
11
Properties=species:S:1:pos:R:3:lowdin_spin:R:1 method="wB97M-V/def2-TZVPD" lumo_energy_ev="0.56 / -1.89" homo_lumo_gap_ev="7.09 / 8.13" multiplicity=3 homo_ha="-0.2399 / -0.3680" total_charge=0
C -1.85 0.70 -0.26 0.04
C -0.25 -1.06 -0.41 1.25
N -2.85 1.17 0.08 0.06
N 2.01 0.54 0.48 0.04
N -0.73 0.19 -0.74 0.21
O -0.89 -1.72 0.45 0.34
H 3.00 0.91 0.13 0.00
H 1.64 0.10 -0.34 0.02
H 1.91 -0.14 1.24 0.00
H -0.34 0.68 -1.55 0.01
H -1.67 -1.37 0.91 0.03

***

Record 20
12
Properties=species:S:1:pos:R:3:mulliken_charge:R:1 method="wB97M-V/def2-TZVPD" lumo_energy_ev=1.03 homo_lumo_gap_ev=8.65 smiles=Nc1c[nH]o[nH]o1 homo_ha=-0.2801 total_charge=0
N 0.96 -1.04 1.14 -0.55
C 0.32 -0.22 0.21 0.10
C -0.85 0.47 0.40 -0.08
N -1.35 1.25 -0.59 -0.19
O -0.71 0.96 -1.82 -0.23
N 0.59 1.20 -1.57 -0.21
O 1.17 0.03 -1.06 -0.29
H 1.96 -0.89 1.06 0.29
H 0.86 -2.08 1.26 0.24
H -1.35 0.60 1.37 0.37
H -2.36 1.37 -0.61 0.27
H 0.99 1.20 -2.49 0.29